Here is 2 unconnected molecules or ions with the total composition C5H14 at a distorted geometry from OMol25. Energies are from the ωB97M-V functional and the def2-TZVPD basis.

Cartesian coordinates (Å):
C: 0.8454 -1.6215 -1.4544
C: 1.6574 -1.7145 -0.1920
H: 0.2484 -2.6197 -1.6631
H: -0.0154 -0.9747 -1.2792
H: 1.3862 -1.4129 -2.3723
H: 1.7400 -2.8339 0.1400
H: 1.2728 -1.1191 0.6071
H: 2.7063 -1.3917 -0.3192
C: -1.2410 0.6516 0.6650
C: -0.6179 1.2755 -0.5903
C: -0.9507 1.7903 1.7058
H: -2.2780 0.2315 0.4832
H: -0.7422 -0.3685 0.9621
H: -0.9757 0.6930 -1.4746
H: 0.3873 1.1198 -0.8623
H: -0.1301 1.4163 2.5896
H: -0.5590 2.7322 1.4439
H: -0.8580 2.2619 -0.7212
H: -1.8756 1.8846 2.3318

Results
**SMILES string**: CCC.CC
**Charge**: 0
**Frontier orbital gap**: 11.8200 eV
**Spin multiplicity**: 1
**Lowest unoccupied orbital energy**: 1.1365 eV
**Strongest force on any atom**: 6.31 eV/Å
**HOMO energy**: -10.683 eV
**Relative energy (zero: lowest compared OMol25 entry of this formula, charge and spin)**: 2.073 eV

=====

Here is a gas-phase ion, C4H9N2O (charge +1) at a distorted geometry from OMol25. Energies are from the ωB97M-V functional and the def2-TZVPD basis.

Cartesian coordinates (Å):
C: -0.9262 -1.3480 0.1400
C: 0.4032 -0.9970 -0.0589
C: -2.1594 0.6897 -0.1365
C: 2.2791 0.6773 0.1655
N: -2.0748 -0.6430 -0.0256
N: 0.8672 0.3097 -0.3344
O: -1.3138 1.5427 0.1262
H: -0.9712 -2.3803 0.3663
H: 1.2057 -1.6301 0.3105
H: -3.1414 1.0970 -0.2644
H: 2.9366 -0.1612 -0.0439
H: 2.5275 1.6109 -0.3973
H: 2.3687 0.9211 1.2134
H: -2.8459 -1.2686 0.0344
H: 0.8613 0.6169 -1.2515
H: -0.0165 0.9629 0.1562

Results
**SMILES string**: C[NH2+]/C=C\NC=O
**Charge**: +1
**Frontier orbital gap**: 10.0311 eV
**Spin multiplicity**: 1
**Lowest unoccupied orbital energy**: -3.8543 eV
**Strongest force on any atom**: 5.28 eV/Å
**HOMO energy**: -13.885 eV
**Relative energy (zero: lowest compared OMol25 entry of this formula, charge and spin)**: 2.169 eV

=====

Here is 9 unconnected molecules or ions with the total composition C35H80N3O8PS at a distorted geometry from OMol25. Energies are from the ωB97M-V functional and the def2-TZVPD basis.

Cartesian coordinates (Å):
C: 6.8124 -2.6910 -1.5035
C: 5.6941 -1.7672 -2.2842
P: 4.0861 -1.7164 -1.1929
C: 4.5603 -0.9696 0.4995
C: 3.5393 -3.5424 -1.0761
C: 4.2820 -4.7328 -0.2197
C: 3.7531 -6.2933 -0.2208
N: 4.4344 -7.4230 0.5245
S: 3.4584 -8.8376 0.1043
N: 2.1928 -8.2019 -0.9428
C: 2.4320 -6.7127 -1.1037
C: 1.6220 -5.5713 -1.9642
C: 2.1894 -4.0104 -1.9456
C: 1.3085 -2.9373 -2.8769
N: 0.0237 -2.5594 -2.1583
C: 0.3258 -1.8063 -0.8507
H: 7.8863 -2.4183 -1.9095
H: 6.7346 -2.6347 -0.3198
H: 6.6183 -3.8389 -1.7662
H: 6.0702 -0.6973 -2.5813
H: 5.3818 -2.3887 -3.2544
H: 5.7454 -0.9396 0.6368
H: 4.0193 -1.4424 1.4248
H: 4.2382 0.1793 0.4586
H: 5.2330 -4.4940 0.4293
H: 0.6845 -5.9281 -2.5852
H: 1.1441 -3.4328 -3.9326
H: 1.9025 -1.9323 -3.0765
H: -0.5101 -3.4101 -1.8337
H: 1.1456 -0.9713 -1.0505
H: 0.8086 -2.5217 -0.0322
H: -0.6460 -1.3646 -0.3444
C: 9.3158 -7.7390 -3.6349
C: 8.2954 -6.7417 -3.1099
C: 7.0969 -7.4468 -2.4952
O: 7.8558 -5.9085 -4.1795
H: 8.8807 -8.3691 -4.4187
H: 10.1671 -7.2174 -4.0854
H: 9.6856 -8.3849 -2.8325
H: 8.7650 -6.0940 -2.3617
H: 6.5830 -8.0665 -3.2386
H: 6.3652 -6.7168 -2.1328
H: 7.4000 -8.0839 -1.6586
H: 7.4374 -6.4753 -4.8487
C: -3.4175 1.3177 1.7808
C: -2.4787 0.8588 0.6765
C: -2.6130 1.7294 -0.5625
O: -2.7737 -0.4938 0.3376
H: -4.4628 1.2534 1.4584
H: -3.3188 0.6746 2.6618
H: -3.2056 2.3503 2.0754
H: -1.4446 0.8883 1.0367
H: -3.6298 1.6798 -0.9681
H: -1.9405 1.3799 -1.3532
H: -2.3770 2.7744 -0.3383
H: -3.6901 -0.5295 0.0167
C: -7.1645 2.3081 -2.4060
C: -6.2037 1.4463 -3.2095
C: -6.8947 0.8156 -4.4078
O: -5.6779 0.4193 -2.3728
H: -7.9952 1.7095 -2.0157
H: -6.6566 2.7458 -1.5399
H: -7.5745 3.1179 -3.0176
H: -5.3595 2.0558 -3.5501
H: -7.7159 0.1640 -4.0886
H: -6.1943 0.1883 -4.9697
H: -7.2966 1.5805 -5.0796
H: -6.4205 -0.1269 -2.0657
C: -3.0669 5.9547 -4.1373
C: -2.4337 5.6294 -2.7940
C: -0.9358 5.4059 -2.9270
O: -3.0405 4.4568 -2.2574
H: -2.9300 5.1296 -4.8453
H: -4.1469 6.1011 -4.0283
H: -2.6325 6.8616 -4.5694
H: -2.6226 6.4475 -2.0903
H: -0.7231 4.5613 -3.5920
H: -0.4955 5.1605 -1.9546
H: -0.4373 6.2962 -3.3228
H: -2.8777 3.7251 -2.8757
C: 1.5788 -2.2058 3.6509
C: 1.1698 -0.7821 3.3081
C: -0.3277 -0.5801 3.4755
O: 1.5373 -0.4965 1.9610
H: 1.0846 -2.9257 2.9889
H: 2.6572 -2.3398 3.5141
H: 1.3239 -2.4513 4.6866
H: 1.7102 -0.0790 3.9513
H: -0.8896 -1.2424 2.8073
H: -0.6093 0.4454 3.2135
H: -0.6399 -0.7769 4.5059
H: 1.0622 -1.1162 1.3827
C: -6.2667 8.8483 -4.7353
C: -5.3279 8.3893 -5.8396
C: -5.4622 9.2600 -7.0786
O: -5.6229 7.0368 -6.1785
H: -7.3120 8.7840 -5.0577
H: -6.1680 8.2051 -3.8543
H: -6.0548 9.8808 -4.4407
H: -4.2938 8.4188 -5.4794
H: -6.4790 9.2103 -7.4842
H: -4.7897 8.9104 -7.8693
H: -5.2262 10.3049 -6.8544
H: -6.5393 7.0010 -6.4994
C: -1.7573 -0.4783 7.7222
C: -2.5405 0.4158 6.7743
C: -3.9107 0.7560 7.3385
O: -2.6965 -0.2458 5.5216
H: -2.2787 -1.4280 7.8859
H: -0.7781 -0.7249 7.2977
H: -1.6065 0.0089 8.6905
H: -1.9790 1.3382 6.5901
H: -4.5087 -0.1500 7.4887
H: -4.4679 1.3897 6.6403
H: -3.8246 1.2802 8.2954
H: -3.1941 -1.0660 5.6755
C: 3.3692 1.2560 8.6794
C: 2.2412 0.4191 8.0974
C: 2.5492 -0.0117 6.6723
O: 1.0347 1.1777 8.1113
H: 3.5197 2.1711 8.0957
H: 3.1285 1.5691 9.7010
H: 4.3086 0.6946 8.6974
H: 2.0791 -0.4658 8.7225
H: 2.6705 0.8584 6.0173
H: 1.7233 -0.6028 6.2620
H: 3.4639 -0.6112 6.6300
H: 1.1694 1.9655 7.5587

Results
**SMILES string**: CCP(C)c1cc2nsnc2cc1CNC.CC(C)O.CC(C)O.CC(C)O.CC(C)O.CC(C)O.CC(C)O.CC(C)O.CC(C)O
**Charge**: 0
**Frontier orbital gap**: 6.5822 eV
**Spin multiplicity**: 1
**Lowest unoccupied orbital energy**: -1.3711 eV
**Strongest force on any atom**: 6.42 eV/Å
**HOMO energy**: -7.953 eV